Entry 1:
The following is a quantum chemistry calculation of one molecule with the formula C4H8OS at a distorted geometry, from the OMol25 dataset.

Last column: Mulliken charge in e.
Atoms and positions in Å:
H: -2.5411 1.7166 0.2248  0.25
H: 0.6736 0.3217 -2.4467  0.40
C: 0.9308 -0.2733 -1.6325  -1.33
H: 1.9497 -0.2920 -1.4066  0.40
S: 0.5160 -2.5109 1.7660  -0.34
H: -2.0204 0.4134 1.1386  0.44
C: 0.8182 -0.6193 0.7908  -1.31
H: 0.6262 -0.3057 1.8558  0.35
H: 0.6617 -1.2594 -1.9103  0.33
H: -1.1859 1.7898 1.3407  0.40
C: 0.2631 0.0554 -0.3812  1.31
O: -0.8188 0.8175 -0.4691  -0.27
H: 1.7504 -1.0418 0.4973  0.29
C: -1.6237 1.1880 0.6325  -0.91

Calculated values
F_max: 3.74 eV/A
Orbital gap (alpha / beta): 6.419 / 6.419 eV
Energy relative to the best compared isomer or geometry (same formula, charge and spin): 4.370 eV
LUMO (alpha / beta): -0.041 / -0.041 Ha
E: -630.4743 Ha
Highest occupied orbital energy (alpha / beta): -7.5477 / -7.5471 eV



Entry 2:
The following is a quantum chemistry calculation of a 2-piece molecular cluster, C4H8OS overall at a distorted geometry, from the OMol25 dataset.

Last column: Mulliken charge in e.
Atoms and positions in Å:
C: 0.0460 -0.2832 -0.6067  -0.24
H: -0.2112 -0.6085 2.7737  0.38
H: 1.8662 1.6016 1.3940  0.32
H: -0.6164 -1.8872 1.5642  0.37
H: 1.7569 -0.2462 -1.6489  0.33
C: 1.3117 0.6447 1.2830  -0.81
C: 0.4434 -0.1728 0.8480  0.80
O: 1.0197 -0.8167 -1.4951  -0.50
S: -1.1653 1.1779 -3.2903  -0.13
H: -0.7510 -1.0868 -0.6728  0.35
C: -0.5874 -0.8378 1.7659  -1.32
H: -1.1900 2.2927 -2.6127  0.15
H: -0.2790 0.7476 -0.9788  0.00
H: -1.6436 -0.5254 1.6765  0.32

Calculated values
F_max: 3.44 eV/A
Orbital gap (alpha / beta): 9.781 / 5.732 eV
Energy relative to the best compared isomer or geometry (same formula, charge and spin): 5.536 eV
LUMO (alpha / beta): 0.002 / -0.086 Ha
E: -630.4315 Ha
Highest occupied orbital energy (alpha / beta): -9.7293 / -8.0791 eV



Entry 3:
The following is a quantum chemistry calculation of C4H8OS as an isolated structure at a distorted geometry, from the OMol25 dataset.

Last column: Mulliken charge in e.
Atoms and positions in Å:
H: 1.6714 1.8999 -0.5225  0.28
C: 1.5351 1.8866 0.8498  -0.72
H: -1.3120 -1.2197 -1.9715  0.29
H: 1.4579 2.8487 1.3898  0.29
H: -1.1288 -1.1658 1.0338  0.29
C: -0.0690 0.2713 0.0243  0.68
C: -1.0981 -1.6874 -0.9851  -1.00
H: 2.5179 1.4105 1.5127  0.22
O: 0.8857 0.1453 -0.6975  -0.57
H: -2.1621 -0.1256 0.0436  0.31
H: -1.5483 -2.9052 -0.9723  0.27
C: -1.1148 -0.6461 0.0496  -0.43
H: 0.1725 -1.7920 -1.3497  0.21
S: 0.1927 1.0797 1.5953  -0.11

Calculated values
F_max: 7.02 eV/A
Orbital gap: 9.582 eV
Energy relative to the best compared isomer or geometry (same formula, charge and spin): 4.423 eV
LUMO: 0.021 Ha
E: -630.4724 Ha
Highest occupied orbital energy: -9.0052 eV



Entry 4:
The following is a quantum chemistry calculation of one molecule with the formula C4H8OS at a distorted geometry, from the OMol25 dataset.

Last column: Mulliken charge in e.
Atoms and positions in Å:
C: 1.3428 -1.6207 -0.4633  -0.98
H: 0.8861 2.6916 -0.6736  0.21
H: 0.8719 1.8452 1.0128  0.29
H: -0.7797 -0.0439 1.4458  0.33
H: -3.1185 -0.1981 0.1729  0.14
C: -0.7772 -0.6757 0.5557  -0.59
O: 0.8614 0.6465 -0.7020  -0.38
H: 2.1237 -1.4815 -1.1726  0.30
S: -2.0549 -0.1285 -0.6473  -0.22
C: 0.4517 1.8766 -0.0319  -0.60
H: -0.8607 -1.7105 0.8629  0.35
H: 1.1360 -2.6182 -0.0848  0.25
C: 0.5684 -0.5542 -0.2137  0.61
H: -0.6511 1.9712 -0.0612  0.29

Calculated values
F_max: 2.39 eV/A
Orbital gap: 9.491 eV
Energy relative to the best compared isomer or geometry (same formula, charge and spin): 1.518 eV
SMILES: C=C(CS)OC
LUMO: 0.028 Ha
E: -630.5791 Ha
Highest occupied orbital energy: -8.7269 eV



Entry 5:
The following is a quantum chemistry calculation of one molecule with the formula C4H8OS2, from the OMol25 dataset.

Last column: Mulliken charge in e.
Atoms and positions in Å:
H: -1.1672 -1.6429 -0.7097  0.34
H: 1.0065 -1.9820 -1.6022  0.39
S: -0.7964 0.0054 1.0489  -0.07
H: 0.7942 -0.2865 -1.5503  0.30
O: 2.9014 -1.8671 0.2351  -0.46
C: 0.9089 -1.1606 -0.8930  -0.56
H: -2.7320 0.8806 -0.8923  0.26
H: -0.1935 -2.2123 0.6106  0.35
C: -2.2287 1.8402 -0.9133  -0.73
H: 2.4139 0.0663 0.1819  0.32
H: -2.7780 2.6253 -0.4127  0.29
S: -0.6115 1.6821 -0.0788  -0.08
C: 2.1667 -0.9711 -0.0973  0.02
H: -2.0033 2.2015 -1.9215  0.27
C: -0.3504 -1.3551 -0.0504  -0.64

Calculated values
F_max: 0.96 eV/A
Orbital gap: 9.811 eV
Energy relative to the best compared isomer or geometry (same formula, charge and spin): 0.370 eV
SMILES: CSSCCC=O
LUMO: 0.022 Ha
E: -1028.8094 Ha
Highest occupied orbital energy: -9.2151 eV



Entry 6:
The following is a quantum chemistry calculation of C4H8OS2 as an isolated structure at a distorted geometry, from the OMol25 dataset.

Last column: Mulliken charge in e.
Atoms and positions in Å:
H: 1.9573 0.8532 0.9562  0.33
H: 2.0328 -0.9378 0.9762  0.33
C: -2.3165 -0.0277 0.3376  -0.14
C: 0.4239 -0.0746 -1.2950  -1.16
H: 0.9684 -1.0204 -1.4935  0.29
H: 0.9063 0.7340 -1.7808  0.36
H: -3.5108 0.8109 -0.8881  0.33
H: 1.0689 -0.2029 2.2131  0.34
C: 0.1085 -0.0328 0.1235  0.61
S: -1.0175 1.2143 0.8042  -0.17
O: -2.7784 0.1843 -0.9426  -0.49
H: -3.1511 -0.1220 1.1133  0.46
H: -0.5140 -0.0665 -1.8499  0.35
C: 1.3110 -0.0759 1.1028  -1.27
S: -1.1219 -1.4281 0.5062  -0.18

Calculated values
F_max: 3.82 eV/A
Orbital gap: 8.944 eV
Energy relative to the best compared isomer or geometry (same formula, charge and spin): 1.219 eV
LUMO: 0.016 Ha
E: -1028.7782 Ha
Highest occupied orbital energy: -8.5200 eV



Entry 7:
The following is a quantum chemistry calculation of a 2-piece molecular cluster, C4H8P2 overall at a distorted geometry, from the OMol25 dataset.

Last column: Mulliken charge in e.
Atoms and positions in Å:
H: -1.7210 -0.3210 -1.2870  0.26
P: 0.0944 -1.4268 -0.5268  -0.16
H: 0.4640 -0.5105 -1.7563  0.00
H: 1.3707 1.7417 -0.9346  0.32
H: -3.4103 -1.6781 0.4231  0.23
P: 3.3389 -0.8618 0.0829  -0.30
H: 1.3189 1.9732 0.8795  0.25
H: -2.8583 -0.1163 1.1328  0.26
H: -1.9007 -1.6028 1.5923  0.31
H: 2.6867 2.4920 0.0395  0.31
C: 1.8895 1.7874 -0.0628  -0.69
C: -2.4243 -1.0685 0.8005  -0.84
C: 2.6720 0.5456 0.0015  0.15
C: -1.5205 -0.9543 -0.3847  -0.10

Calculated values
F_max: 4.46 eV/A
Orbital gap: 9.054 eV
Energy relative to the best compared isomer or geometry (same formula, charge and spin): 3.293 eV
SMILES: [H]/P=C/C.CC#P
LUMO: 0.015 Ha
E: -839.7645 Ha
Highest occupied orbital energy: -8.6506 eV



Entry 8:
The following is a quantum chemistry calculation of one molecule with the formula C4H8P2S3 at a distorted geometry, from the OMol25 dataset.

Last column: Mulliken charge in e.
Atoms and positions in Å:
H: -0.0127 1.5088 1.8303  0.34
H: 0.8412 0.5278 -2.0926  0.36
S: -1.3187 -2.9464 0.4956  -0.23
H: -0.7858 1.2780 0.1895  0.42
H: 0.9895 -0.8786 1.2579  0.08
H: -1.4292 -3.4052 -0.8204  0.15
H: 2.3741 0.9754 -2.1115  0.56
P: 2.1271 -1.3153 -1.3795  0.16
H: -0.4988 -0.8786 2.1831  0.40
C: 1.7241 0.5730 -1.4154  -0.98
C: -0.8307 -1.3144 0.1963  -0.47
C: 0.0737 0.9519 0.9189  -0.76
P: 1.6470 1.6112 0.1405  0.10
S: 2.9721 0.4937 1.3878  -0.19
S: 3.3811 -1.2844 0.2503  -0.11
H: -0.6732 -1.0780 -0.9186  0.22
C: -0.0088 -0.5518 1.2229  -0.06

Calculated values
F_max: 2.77 eV/A
Orbital gap (alpha / beta): 7.373 / 6.259 eV
LUMO (alpha / beta): -0.004 / -0.036 Ha
E: -2034.3887 Ha
Highest occupied orbital energy (alpha / beta): -7.4826 / -7.2274 eV



What is the formula in the seventh record?
C4H8P2



What is the F_max in the seventh record?
4.46 eV/A



Repeat the fourth record exactly.
The following is a quantum chemistry calculation of one molecule with the formula C4H8OS at a distorted geometry, from the OMol25 dataset.

Last column: Mulliken charge in e.
Atoms and positions in Å:
C: 1.3428 -1.6207 -0.4633  -0.98
H: 0.8861 2.6916 -0.6736  0.21
H: 0.8719 1.8452 1.0128  0.29
H: -0.7797 -0.0439 1.4458  0.33
H: -3.1185 -0.1981 0.1729  0.14
C: -0.7772 -0.6757 0.5557  -0.59
O: 0.8614 0.6465 -0.7020  -0.38
H: 2.1237 -1.4815 -1.1726  0.30
S: -2.0549 -0.1285 -0.6473  -0.22
C: 0.4517 1.8766 -0.0319  -0.60
H: -0.8607 -1.7105 0.8629  0.35
H: 1.1360 -2.6182 -0.0848  0.25
C: 0.5684 -0.5542 -0.2137  0.61
H: -0.6511 1.9712 -0.0612  0.29

Calculated values
F_max: 2.39 eV/A
Orbital gap: 9.491 eV
Energy relative to the best compared isomer or geometry (same formula, charge and spin): 1.518 eV
SMILES: C=C(CS)OC
LUMO: 0.028 Ha
E: -630.5791 Ha
Highest occupied orbital energy: -8.7269 eV



What is the E in the fourth record?
-630.5791 Ha